ORCA calculation (ωB97M-V/def2-TZVPD) on a molecular structure, C14H25BCaN6Si in a non-equilibrium geometry.

Each line ends with the Mulliken charge.
Geometry (Å):
H: -0.15311 -0.29402 3.70170  0.461
N: -0.30820 -1.47915 1.91548  -0.574
B: -0.33918 -3.54626 0.31479  0.225
N: -0.33001 -2.85114 1.70767  0.052
C: -0.39177 -3.47966 2.89748  -0.125
Ca: -0.84719 0.36957 0.66265  2.010
H: -0.48624 -4.54980 2.92455  0.435
C: -0.32268 -2.52476 3.91532  -1.077
H: -0.31389 -2.71450 4.96579  0.390
C: -0.25421 -1.27963 3.26121  -0.054
H: -0.57628 -4.71623 0.42901  -0.143
C: 2.57383 1.63307 -3.28795  -0.959
H: 2.07883 2.55251 -3.61087  0.297
H: 2.01720 1.18298 -2.46440  0.045
H: 2.59623 0.92693 -4.12125  0.326
N: 1.07291 -3.39380 -0.38861  0.242
N: -1.41086 -2.83548 -0.55261  0.054
N: 1.47164 -2.11599 -0.61633  -0.426
N: -1.53163 -1.45525 -0.64379  -0.584
C: 2.00958 -4.25906 -0.86877  -0.291
C: -2.37258 -3.42423 -1.28997  -0.138
H: 1.86675 -5.33129 -0.78566  0.437
H: -2.48033 -4.49626 -1.26385  0.437
C: 3.04718 -3.48287 -1.40567  -0.843
C: -3.09955 -2.42960 -1.94317  -1.052
C: 2.66481 -2.13954 -1.21483  -0.257
C: -2.53489 -1.20937 -1.52662  -0.079
H: 3.95177 -3.83054 -1.86693  0.376
H: -3.90755 -2.58176 -2.62921  0.387
H: 3.18326 -1.22644 -1.47864  0.450
H: -2.81277 -0.20373 -1.82242  0.440
H: 3.57254 1.84135 -2.97050  0.299
C: 1.28545 3.28873 0.79935  -1.113
Si: -0.54088 3.79171 0.64537  0.465
C: -0.87648 5.20190 1.84716  -0.985
C: -0.78225 4.39667 -1.12370  -0.935
C: -1.78428 2.50627 1.05407  -1.969
H: 1.85537 4.19993 1.04745  0.305
H: 1.71676 2.88549 -0.13219  0.268
H: 1.47854 2.56619 1.60874  0.358
H: -0.23469 6.05807 1.59648  0.290
H: -1.93610 5.49054 1.77660  0.253
H: -0.68208 4.87137 2.87838  0.269
H: -0.41117 3.66913 -1.86200  0.244
H: -1.85032 4.56837 -1.32165  0.296
H: -0.24364 5.34660 -1.26244  0.280
H: -1.97326 2.20029 2.10405  0.667
H: -2.65460 2.30269 0.40075  0.546

Its HOMO-LUMO gap is 7.380 eV. As for the spin multiplicity: 1. As for the strongest force on any atom: 2.06 eV Å⁻¹. The value obtained for the HOMO energy is -7.20 eV. For the energy above the lowest of the compared OMol25 structures with the same formula, charge and spin, the calculation gives 0.0 kJ/mol.


ORCA calculation (ωB97M-V/def2-TZVPD) on a gas-phase ion, C4H8NO (charge +1) in a non-equilibrium geometry.

Each line ends with the Mulliken charge.
Geometry (Å):
O: 0.39142 -2.09537 -0.54534  -0.505
C: 0.09536 -0.72785 -0.16487  0.541
C: -1.20460 0.04072 -0.08112  -0.601
C: -0.37790 1.33821 -0.28656  -0.648
C: 0.89133 0.50210 -0.36970  -0.251
N: 0.99584 -0.22753 0.91206  -0.233
H: -0.42402 -2.60277 -0.62050  0.351
H: -1.74567 -0.06022 0.85949  0.302
H: -1.87883 -0.16606 -0.90697  0.351
H: -0.60339 1.84177 -1.22210  0.324
H: -0.40321 2.06178 0.52498  0.308
H: 1.79456 0.71362 -0.91779  0.461
H: 1.83415 -0.79581 1.04326  0.314
H: 0.63496 0.17743 1.77516  0.287

Its HOMO-LUMO gap is 12.530 eV. Its SMILES is O[C@]12CC[C@H]1[NH2+]2. As for the spin multiplicity: 1. As for the strongest force on any atom: 3.52 eV Å⁻¹. The charge is +1. The value obtained for the HOMO energy is -15.76 eV. For the energy above the lowest of the compared OMol25 structures with the same formula, charge and spin, the calculation gives 134.8 kJ/mol.


ORCA calculation (ωB97M-V/def2-TZVPD) on 2 unconnected molecules or ions with the total composition C5H11O2 in a non-equilibrium geometry.

Each line ends with the Löwdin spin population.
Geometry (Å):
C: 0.76020 0.23484 1.74038  0.078
C: -0.38594 -0.06338 0.78755  0.038
C: 1.22089 -1.23622 2.14204  0.461
H: 0.55994 0.91066 2.54128  0.030
H: 1.50157 0.87958 1.26535  0.011
H: -0.77018 0.91498 0.47384  0.002
H: -0.12403 -0.70093 -0.05164  0.007
H: 2.05376 -1.31493 2.85954  0.148
H: -1.21303 -0.44773 1.45507  0.021
H: 1.58073 -1.68919 1.21626  0.064
H: 0.35105 -1.69024 2.62029  0.097
C: -1.06121 -0.00682 -2.62909  0.018
C: -0.36789 1.36710 -2.24522  0.004
O: -0.80841 2.37459 -2.81190  0.001
O: 0.43245 1.29498 -1.26654  0.007
H: -1.13480 -0.14869 -3.68043  0.002
H: -2.09129 0.10022 -2.28981  0.002
H: -0.50381 -0.77880 -2.12698  0.008

Its HOMO-LUMO gap (spin up / spin down) is 2.367 / 7.915 eV. As for the spin multiplicity: 2. As for the strongest force on any atom: 3.24 eV Å⁻¹. The charge is -2. The value obtained for the HOMO energy (spin up / spin down) is 4.17 / -1.49 eV. For the energy above the lowest of the compared OMol25 structures with the same formula, charge and spin, the calculation gives 112.5 kJ/mol.


ORCA calculation (ωB97M-V/def2-TZVPD) on 6 unconnected molecules or ions with the total composition C25H59ClO15S.

Each line ends with the Mulliken charge.
Geometry (Å):
C: 1.30068 -0.01377 1.43889  -1.259
C: -0.07031 -0.28196 0.81935  -0.506
C: -1.14540 0.57256 1.46925  1.228
Cl: -1.30828 0.20576 3.20278  -0.198
C: -2.50383 0.57188 0.71870  0.454
O: -2.54488 1.76235 -0.02790  -0.456
C: -3.80802 0.49313 1.53660  -0.751
O: -4.29528 -0.86794 1.46688  -0.284
S: -3.30085 -1.75333 0.60662  1.248
O: -2.36087 -2.34450 1.49131  -0.563
O: -3.99003 -2.56450 -0.32880  -0.474
O: -2.66862 -0.51843 -0.19599  -0.536
H: 2.06447 -0.35671 0.74330  0.390
H: 1.46928 1.04476 1.61744  0.130
H: 1.42819 -0.59100 2.34942  0.442
H: -0.03809 -0.05614 -0.24717  0.429
H: -0.31054 -1.33680 0.91656  0.312
H: -0.79006 1.59716 1.41278  -0.719
H: -2.46920 1.53624 -0.95977  0.338
H: -4.53500 1.08140 0.98172  0.356
H: -3.76652 0.86443 2.55086  0.373
C: -5.31278 -3.72026 3.88208  -0.724
O: -6.29618 -4.64538 4.31005  -0.408
C: -7.44535 -4.03237 4.86569  -0.499
C: -8.57527 -3.94127 3.86336  -0.455
O: -8.25292 -3.08792 2.77824  -0.383
C: -7.82864 -3.77728 1.61538  -0.704
H: -4.60805 -4.25830 3.25011  0.252
H: -5.75313 -2.90541 3.30281  0.293
H: -4.77013 -3.30379 4.73771  0.397
H: -7.20402 -3.03452 5.24605  0.296
H: -7.77008 -4.64685 5.71126  0.394
H: -9.45542 -3.52068 4.35975  0.377
H: -8.83603 -4.94116 3.50231  0.305
H: -8.68143 -4.24026 1.10704  0.357
H: -7.08882 -4.54586 1.84937  0.339
H: -7.37683 -3.04560 0.94743  0.190
C: -2.59921 -7.96791 -2.91686  -0.734
O: -2.19957 -6.76749 -3.55116  -0.381
C: -3.05004 -6.37584 -4.61492  -0.475
C: -4.03442 -5.30610 -4.19536  -0.410
O: -4.95203 -5.77490 -3.22535  -0.408
C: -4.61974 -5.39073 -1.89827  -0.680
H: -2.04137 -8.04650 -1.98533  0.250
H: -3.66786 -7.96815 -2.69107  0.316
H: -2.36271 -8.83489 -3.54384  0.321
H: -3.58810 -7.24120 -5.01504  0.310
H: -2.41379 -5.97638 -5.41114  0.369
H: -4.61336 -5.00088 -5.07316  0.393
H: -3.49670 -4.42795 -3.82311  0.232
H: -4.85275 -4.33983 -1.73331  0.324
H: -3.56404 -5.56593 -1.67974  0.310
H: -5.22417 -5.99710 -1.22460  0.300
C: -1.27797 4.76754 1.76245  -0.517
O: 0.07500 4.46937 1.45731  -0.465
C: 0.27701 4.07400 0.10955  0.023
C: 0.81904 5.20141 -0.74049  -0.705
O: -0.10541 6.26755 -0.86279  -0.431
C: 0.16465 7.35649 0.00160  -0.707
H: -1.29857 5.27799 2.72350  0.268
H: -1.73164 5.41055 1.00527  0.311
H: -1.85699 3.84032 1.83959  0.048
H: -0.65442 3.69132 -0.32007  0.259
H: 1.00795 3.25672 0.11125  0.204
H: 1.01362 4.81894 -1.74748  0.370
H: 1.76728 5.56013 -0.32649  0.344
H: 1.01701 7.93895 -0.36423  0.318
H: 0.36907 7.02170 1.02098  0.304
H: -0.71770 7.99396 0.00888  0.256
C: 6.61429 3.08750 2.24453  -0.636
O: 6.16975 4.08866 1.34835  -0.445
C: 5.65716 3.56911 0.13071  -0.284
C: 4.14610 3.53233 0.12286  -0.475
O: 3.62848 2.63018 1.08830  -0.291
C: 3.18539 3.27211 2.27381  -0.642
H: 6.75555 3.55735 3.21651  0.255
H: 5.88464 2.28045 2.34294  0.250
H: 7.57107 2.66763 1.91398  0.295
H: 6.05986 2.57194 -0.06673  0.214
H: 5.99446 4.23032 -0.67423  0.388
H: 3.81138 3.18635 -0.86045  0.410
H: 3.74293 4.53808 0.28440  0.192
H: 2.22630 3.77421 2.10404  0.125
H: 3.91188 4.00196 2.63689  0.489
H: 3.04624 2.50622 3.03554  0.241
C: 7.31741 -0.02112 -2.11332  -0.881
O: 7.21587 1.38688 -1.98761  -0.232
C: 8.47154 2.04669 -1.96792  -0.333
C: 8.81719 2.65252 -3.30974  -0.680
O: 8.99783 1.66492 -4.30959  -0.377
C: 7.87328 1.49573 -5.15266  -0.689
H: 6.32818 -0.39900 -2.36578  0.259
H: 8.01822 -0.30517 -2.90106  0.366
H: 7.63568 -0.47197 -1.16727  0.313
H: 9.26112 1.35834 -1.65150  0.373
H: 8.40790 2.85063 -1.22669  0.335
H: 9.76026 3.19912 -3.21492  0.379
H: 8.04231 3.36542 -3.60958  0.328
H: 7.79413 2.32503 -5.86394  0.323
H: 6.94598 1.42388 -4.57971  0.283
H: 8.01781 0.57084 -5.70826  0.246

Its HOMO-LUMO gap is 9.339 eV. Its SMILES is CC[C@H](Cl)[C@]1(O)COS(=O)(=O)O1.COCCOC.COCCOC.COCCOC.COCCOC.COCCOC. As for the spin multiplicity: 1. As for the strongest force on any atom: 0.93 eV Å⁻¹. The value obtained for the HOMO energy is -9.01 eV.


ORCA calculation (ωB97M-V/def2-TZVPD) on a single C9H11NSi molecule in a non-equilibrium geometry.

Each line ends with the Mulliken charge.
Geometry (Å):
C: 0.31395 -0.27208 3.18469  -0.360
C: -0.99030 -0.23450 2.65923  -0.045
C: 1.53974 -0.03214 2.53110  -0.607
C: -1.52471 -0.27442 1.34852  0.468
C: 1.76628 -0.21266 1.21527  0.535
C: -1.13430 -0.25186 0.10544  -0.933
C: 1.80261 0.19715 -1.12351  -0.488
C: -0.19670 -1.40535 -2.66813  -1.197
C: -0.89413 1.67679 -1.96012  -1.158
N: 2.16436 -0.02690 0.08698  -0.259
Si: -0.09909 0.06234 -1.33205  0.604
H: 0.24967 -0.00911 4.28933  0.239
H: -1.76390 -0.23361 3.47823  0.231
H: 2.44276 0.08716 3.13632  0.315
H: -2.67417 -0.42778 1.37812  0.167
H: 2.57957 0.62726 -1.71771  0.454
H: -1.19479 -1.81214 -2.74103  0.365
H: 0.40908 -1.34718 -3.64397  0.300
H: 0.34293 -2.18582 -2.24672  0.367
H: -1.60188 1.92280 -1.11999  0.301
H: -0.20755 2.53348 -1.92986  0.354
H: -1.32941 1.61861 -2.93012  0.346

Its HOMO-LUMO gap (spin up / spin down) is 5.709 / 7.247 eV. As for the spin multiplicity: 1. As for the strongest force on any atom: 3.25 eV Å⁻¹. The value obtained for the HOMO energy (spin up / spin down) is -6.47 / -8.05 eV. For the energy above the lowest of the compared OMol25 structures with the same formula, charge and spin, the calculation gives 599.1 kJ/mol.